(1)
Below is 9 unconnected molecules or ions with the total composition C19H61O24P5, with properties calculated with ωB97M-V/def2-TZVPD.

Values from the calculation:
<S²>: 0.756
Gap between HOMO and LUMO (alpha / beta) in hartree: 0.367 / 0.106
Maximum force in eV Å⁻¹: 5.38
DFT total energy in a.u.: -4272.95329
2S+1: 2
Charge: +1

CARTESIAN COORDINATES (ANGSTROEM)
H 7.895 -1.326 0.196
H 2.396 0.932 2.533
H 0.058 2.893 4.298
O 4.695 1.467 -5.092
H -0.830 -3.454 -5.277
O 0.066 0.761 4.359
O -3.577 -6.577 -3.674
C 1.476 0.211 -5.236
H 0.581 0.509 -4.690
C 4.215 2.079 -1.989
C -8.997 0.583 7.005
O -4.555 -4.274 -2.866
C -3.835 -3.898 -1.706
H -9.948 0.667 6.478
P -0.966 0.298 0.562
O -1.796 -0.797 -0.306
P 5.890 -2.143 -1.890
O 0.761 4.958 2.645
C -1.920 -0.542 -1.678
H -3.949 -8.393 -4.515
O -6.762 1.654 5.010
C 3.247 3.511 -6.690
O 4.552 -0.503 2.730
H 2.535 2.533 3.400
H -9.147 0.145 7.992
H -4.855 4.232 7.953
H 1.545 0.681 -6.217
H 2.255 0.025 0.061
H 3.297 -2.975 -2.601
C 2.689 1.980 2.473
C 1.356 -0.387 -0.396
O -2.148 -4.454 -4.078
P -3.775 -5.043 -4.098
H 4.327 3.361 -6.665
O 7.391 -2.103 -2.574
P 3.423 1.914 -4.552
H 3.024 -1.452 1.673
O 3.537 2.693 -3.119
H 3.598 -2.485 -4.256
C 7.786 -3.043 -3.470
H 4.386 0.357 2.337
H 4.186 2.986 1.766
H 1.109 -1.337 0.080
H -4.044 -2.839 -1.554
H -2.400 -3.064 -5.763
O -1.802 1.728 0.305
O -6.276 3.577 6.634
H -4.367 -4.410 -0.904
H -0.128 3.893 1.046
H -2.662 2.441 2.062
P -6.709 1.994 6.592
H 2.957 4.549 -6.855
H -5.294 -7.161 -4.603
H -6.159 3.512 8.775
H 1.501 -0.878 -5.258
H 6.374 -1.840 1.049
H -5.588 2.275 3.237
H 8.157 -3.894 -2.899
H 1.610 -0.553 -1.443
H -1.263 -1.186 -2.262
O -4.491 -4.883 -5.419
C -0.095 4.859 1.549
C -5.555 1.771 4.203
H -1.160 5.001 1.735
C -5.937 4.119 7.897
C -1.836 -3.340 -4.872
H -8.395 -0.171 6.498
O 2.667 3.070 -5.478
H 1.915 2.390 1.824
H 0.381 2.153 5.816
H -1.233 2.051 5.190
C 3.576 -2.127 -3.227
H -1.901 -2.440 -4.261
O 2.296 0.767 -4.308
O 4.818 -1.507 -2.993
O 5.505 -3.460 -1.307
H 5.263 2.179 -2.269
C -2.964 1.870 1.183
H -2.749 -3.987 -1.681
H -4.841 -8.041 -3.082
H -3.344 0.953 1.633
H -6.444 5.070 8.061
C 3.494 -1.342 2.650
O -0.769 -0.105 2.008
H 3.944 1.024 -1.945
H -4.977 0.853 4.088
C -0.185 2.014 4.895
O 0.370 0.634 -0.304
H -4.937 2.471 4.765
H 0.162 5.618 0.810
H 7.015 -3.531 -4.065
H -2.944 -0.788 -1.959
H 3.863 -2.331 2.923
H 2.735 -1.433 -3.191
H -0.346 0.482 3.538
H 3.989 2.601 -1.059
H 2.656 -1.011 3.263
H 6.690 -0.125 0.840
O -8.315 1.858 7.067
O 6.003 -0.922 -0.815
H 8.570 -2.688 -4.139
O -5.835 1.027 7.257
H 0.559 5.738 3.166
C 6.846 -1.107 0.394
H -1.698 0.477 -1.997
O 3.999 2.051 1.881
H 2.791 3.033 -7.557
H -3.795 2.410 0.729
C -4.487 -7.590 -4.009

Löwdin population analysis, charges in e, atoms 1 to 6: number 1, H, carries 0.094; number 2, H, carries 0.049; number 3, H, carries 0.099; number 4, O, carries -0.216; number 5, H, carries 0.087; number 6, O, carries 0.109

***

(2)
Below is 2 unconnected molecules or ions with the total composition C16H17NO, with properties calculated with ωB97M-V/def2-TZVPD.

Values from the calculation:
Gap between HOMO and LUMO in hartree: 0.312
Maximum force in eV Å⁻¹: 1.77
Energy relative to the best compared isomer or geometry (same formula, charge and spin) in kcal per mole: 18.8
DFT total energy in a.u.: -749.87031
Structure (SMILES): Cc1c[nH]c2ccccc12.Cc1ccc(O)cc1

CARTESIAN COORDINATES (ANGSTROEM)
C 2.212 1.935 -2.181
C 0.323 2.703 -0.939
C -2.865 -2.292 -0.310
C 3.709 1.867 -2.401
H -2.275 -3.577 2.758
H 1.841 0.812 -3.948
H -0.722 0.735 -3.424
C -1.020 -1.176 0.726
C 1.704 2.750 -1.184
C -1.224 -1.824 1.954
C -0.183 -1.323 2.807
C 1.383 1.253 -3.075
H -3.626 -2.361 -1.074
C 0.601 -0.477 2.085
O -1.874 2.037 -1.688
H -0.071 3.282 -0.108
H 1.461 0.059 2.448
H 0.366 -0.853 4.832
C -1.921 -1.304 -0.344
H -2.093 2.299 -0.787
H 4.053 2.814 -2.826
H 3.986 1.126 -3.145
H -3.310 -4.176 0.776
C -2.829 -3.206 0.779
H -0.934 -1.935 4.726
H -1.918 -0.594 -1.161
C -2.111 -2.914 1.915
H 4.297 1.869 -1.487
H 2.236 3.542 -0.676
H 0.533 0.167 0.107
H 0.723 -2.513 4.402
C 0.022 1.249 -2.822
C -0.515 2.030 -1.807
C 0.016 -1.700 4.246
N 0.024 -0.306 0.825

Löwdin population analysis, charges in e, atoms 1 to 6: number 1, C, carries -0.290; number 2, C, carries -0.040; number 3, C, carries -0.090; number 4, C, carries -0.059; number 5, H, carries 0.106; number 6, H, carries 0.113

***

(3)
Below is a single C6H7N molecule, with properties calculated with ωB97M-V/def2-TZVPD.

Values from the calculation:
Gap between HOMO and LUMO in hartree: 0.339
Maximum force in eV Å⁻¹: 0.85
Energy relative to the best compared isomer or geometry (same formula, charge and spin) in kcal per mole: 113.5
DFT total energy in a.u.: -287.40640
Structure (SMILES): C1[C@H]2C[C@@H]1[C@H]1N=C21

CARTESIAN COORDINATES (ANGSTROEM)
H 0.331 2.077 -0.419
N -1.123 -1.995 0.632
C 1.052 -0.045 0.734
H -0.678 1.001 1.906
H -1.189 1.284 -0.974
H -1.139 -1.369 -1.635
C -0.403 0.497 0.984
C -0.596 -1.140 -0.727
C 0.595 -0.143 -0.736
C -0.254 1.154 -0.418
H 1.781 0.761 0.876
C -1.138 -0.743 0.529
H 1.321 -0.152 -1.554
H 1.389 -0.955 1.236

Löwdin population analysis, charges in e, atoms 1 to 6: number 1, H, carries 0.112; number 2, N, carries 0.221; number 3, C, carries -0.097; number 4, H, carries 0.130; number 5, H, carries 0.113; number 6, H, carries 0.112